# 1
This record from the Open Molecules 2025 dataset describes C6H16LiO10PS2 as an isolated structure. The level of theory is ωB97M-V/def2-TZVPD.

**LUMO**: 3.655 eV
**Multiplicity**: 1
**Net charge**: -2
**Kohn-Sham gap**: 0.0736 Ha

Geometry as XYZ:
```
36
Properties=species:S:1:pos:R:3:forces:R:3:lowdin_charge:R:1
Li 1.265056 1.513690 0.328839 0.691 0.515 0.483 0.55
P 2.395940 2.596159 2.138533 3.908 0.778 1.907 -0.15
O 1.414577 3.243788 1.103919 -0.837 0.046 -0.021 -0.56
O 1.814181 2.419139 3.574981 -0.763 -0.054 -0.508 -0.52
O 3.779391 3.282187 2.356155 -0.984 0.593 -0.918 -0.55
O 2.724104 1.216899 1.471414 -1.283 -1.519 -0.559 -0.57
O 1.611535 0.364174 -1.400934 0.010 -0.354 0.131 -0.29
S 1.183741 -0.945982 -1.772251 -0.617 0.418 -0.558 0.63
O 1.139150 -2.065918 -0.877499 -0.025 0.624 -0.792 -0.26
O -0.321959 -0.795039 -2.386392 0.790 -0.645 0.900 -0.26
C -0.626305 0.447842 -3.014313 0.236 0.543 -0.788 -0.28
C -1.984799 0.308524 -3.692501 0.839 0.279 -0.455 -0.06
C 2.124336 -1.385987 -3.252761 0.003 -0.258 0.005 -0.11
H 0.170133 0.641823 -3.747634 -0.267 -0.005 -0.210 0.11
H -0.573836 1.320349 -2.360997 -0.215 -0.484 0.580 0.12
H -1.877188 -0.252772 -4.623170 -0.096 -0.272 0.133 0.07
H -2.283472 1.311243 -4.002397 -0.332 -0.029 0.237 0.08
H -2.716988 -0.171886 -3.051558 -0.072 0.178 0.111 0.08
H 2.609400 -0.543665 -3.740798 -0.187 0.328 0.449 0.07
H 1.466862 -1.843609 -3.990400 -0.066 -0.256 0.259 0.06
H 2.901948 -2.075447 -2.929841 -0.109 -0.096 0.009 0.06
O -0.659923 0.920894 0.566416 -0.507 -0.412 -0.690 -0.36
S -1.496766 0.938976 1.737349 0.085 1.141 2.055 0.63
O -2.757953 1.654408 1.705339 0.666 -0.639 -0.293 -0.32
O -1.914197 -0.573210 2.099501 -0.331 -0.217 -0.079 -0.27
C -0.988106 -1.607756 1.765298 0.268 -0.483 -0.992 -0.29
C -1.466672 -2.902392 2.363481 -1.041 -0.300 0.727 -0.08
C -0.459927 1.372239 3.141905 -0.444 -0.098 -1.175 -0.15
H 0.033792 -1.373987 2.071318 -0.081 0.201 0.121 0.13
H -0.996661 -1.713586 0.677469 0.256 0.114 0.039 0.10
H -1.654332 -2.781300 3.435833 0.402 -0.088 0.024 0.08
H -0.815390 -3.756327 2.185245 0.400 0.265 0.046 0.07
H -2.443915 -3.222512 1.983323 0.030 0.325 -0.300 0.07
H -0.426599 2.458689 3.223561 -0.034 -0.094 -0.059 0.07
H 0.576301 1.134430 2.854780 0.037 -0.038 0.284 0.02
H -0.745466 0.865935 4.058799 -0.331 -0.009 -0.105 0.07
```
Forces are in eV/Å.


# 2
This record from the Open Molecules 2025 dataset describes C14H10F3N5O2S in the gas phase. The level of theory is ωB97M-V/def2-TZVPD.

**LUMO**: -0.147 eV
**Multiplicity**: 1
**Net charge**: 0
**Kohn-Sham gap**: 0.3373 Ha
**SMILES string**: O=S(=O)(Nc1cccc(-n2cnnn2)c1)c1ccccc1C(F)(F)F

Geometry as XYZ:
```
35
Properties=species:S:1:pos:R:3:forces:R:3:lowdin_charge:R:1
O -0.883613 2.100001 -3.184581 0.156 0.105 0.095 -0.25
S -1.071580 0.887211 -2.465352 0.216 -0.060 0.299 0.69
O -1.780068 -0.188638 -3.082559 0.058 -0.167 0.213 -0.27
N 0.457983 0.363121 -2.035533 -0.493 0.610 -0.695 -0.04
C 0.709078 -0.696095 -1.176585 -0.078 -0.840 0.500 -0.27
C -0.114477 -1.821377 -1.178792 0.024 -0.047 -0.006 -0.03
C 0.153301 -2.874878 -0.325584 0.087 0.107 0.023 -0.06
C 1.239309 -2.841824 0.532355 0.189 0.114 0.078 -0.02
C 2.067819 -1.726225 0.518335 -0.738 0.122 -0.620 -0.19
N 3.182225 -1.647743 1.360991 1.066 -0.737 1.020 -0.05
C 3.826668 -2.603509 2.081228 -0.237 0.515 -0.329 -0.13
N 4.820907 -2.043042 2.713398 0.055 -1.076 0.324 0.02
N 4.788261 -0.754735 2.388932 0.634 0.705 0.289 -0.04
N 3.840404 -0.501075 1.596274 -0.846 0.716 -0.773 0.05
C 1.805556 -0.652089 -0.321258 -0.044 0.007 -0.081 0.05
C -1.879443 1.190807 -0.873728 0.118 -0.192 -0.555 -0.18
C -2.762517 0.213140 -0.454033 -0.075 -0.129 -0.090 -0.05
C -3.427848 0.335702 0.754494 0.046 0.124 0.061 -0.04
C -3.211801 1.451496 1.544890 -0.041 -0.100 -0.070 -0.05
C -2.337281 2.440067 1.126544 0.174 -0.011 -0.252 0.01
C -1.661464 2.312796 -0.083307 0.086 0.270 0.160 -0.08
C -0.736035 3.424266 -0.509586 0.160 0.570 0.201 -0.59
F 0.454355 2.971819 -0.940488 0.166 -0.143 -0.038 0.13
F -0.449953 4.250111 0.512274 -0.106 -0.039 0.253 0.14
F -1.253158 4.192868 -1.467763 -0.150 -0.042 -0.107 0.16
H 1.135062 1.110073 -2.024271 -0.105 0.185 -0.034 0.11
H -0.939977 -1.862132 -1.868610 -0.056 -0.111 -0.035 0.10
H -0.489525 -3.741344 -0.332298 -0.061 -0.078 -0.007 0.11
H 1.432573 -3.667737 1.197564 0.016 -0.072 0.081 0.10
H 3.571344 -3.639734 2.109930 -0.109 -0.249 -0.034 0.12
H 2.461954 0.204004 -0.302771 0.041 0.096 0.007 0.11
H -2.929978 -0.628478 -1.105526 -0.083 -0.117 0.018 0.11
H -4.115503 -0.432761 1.071360 -0.056 -0.076 0.016 0.11
H -3.727852 1.562114 2.485744 -0.050 -0.001 0.089 0.11
H -2.174726 3.313819 1.738311 0.037 0.039 -0.003 0.12
```
Forces are in eV/Å.


# 3
This record from the Open Molecules 2025 dataset describes a 3-piece molecular cluster, C4H15NO2S overall. The level of theory is ωB97M-V/def2-TZVPD.

**LUMO**: 0.283 eV
**Relative energy (zero: lowest compared OMol25 entry of this formula, charge and spin)**: 114.2 kJ/mol
**Multiplicity**: 1
**Net charge**: 0
**Kohn-Sham gap**: 0.3431 Ha
**SMILES string**: CCNCCS.O.O

Geometry as XYZ:
```
23
Properties=species:S:1:pos:R:3:forces:R:3:lowdin_charge:R:1
C -1.140750 -1.803246 -1.715985 2.862 -0.640 1.709 -0.09
C -1.385738 -0.812712 -0.577527 -1.767 -0.939 0.346 -0.32
N -0.247150 -0.139246 -0.027623 0.907 0.455 -0.169 -0.11
C -0.552661 0.855435 1.012384 -1.945 -1.160 0.586 -0.31
C 0.670152 1.158945 1.820612 1.045 1.283 1.090 -0.54
S 0.431892 2.544884 3.060919 0.072 -0.434 -0.683 0.67
H -0.414360 -2.590830 -1.415895 -0.507 0.001 0.858 0.07
H -0.380718 -1.381651 -2.382936 -1.396 0.396 -1.319 0.07
H -2.017750 -2.400318 -1.933561 -0.180 0.659 -1.098 0.08
H -2.165519 -0.128022 -0.935591 0.014 0.379 -0.023 0.11
H -1.894565 -1.370207 0.231763 0.259 0.214 -0.086 0.12
H 0.188254 0.418186 -0.769874 -0.118 -0.442 0.175 0.07
H -1.104612 1.669038 0.530577 0.698 0.764 0.201 0.11
H -1.345670 0.519062 1.742834 0.772 -0.362 -0.754 0.13
H 1.542355 1.386102 1.202571 -0.153 0.201 -0.060 0.07
H 1.035262 0.374595 2.508981 -0.687 -0.139 -0.663 0.07
H 0.555668 3.592363 2.229546 -0.056 -0.126 -0.030 -0.16
O 1.243628 1.365521 -2.031703 0.475 -0.110 -0.692 -0.04
H 1.096808 1.685700 -2.925034 -0.555 0.543 -0.089 0.05
H 1.952953 0.748856 -2.241080 0.264 -0.305 0.595 0.06
O 1.662964 -1.994836 1.088408 -0.022 0.298 -0.327 -0.09
H 0.878626 -2.519790 0.905180 0.015 -0.308 0.168 0.02
H 1.390934 -1.177831 0.623036 0.003 -0.228 0.265 -0.01
```
Forces are in eV/Å.


# 4
This record from the Open Molecules 2025 dataset describes C14H19BiN4O3STe as an isolated structure. The level of theory is ωB97M-V/def2-TZVPD.

**LUMO**: -0.837 eV
**Relative energy (zero: lowest compared OMol25 entry of this formula, charge and spin)**: 0.0 kJ/mol
**Multiplicity**: 1
**Net charge**: 0
**Kohn-Sham gap**: 0.2518 Ha

Geometry as XYZ:
```
43
Properties=species:S:1:pos:R:3:forces:R:3:lowdin_charge:R:1
Bi -1.115380 -0.270241 -1.453677 0.012 0.006 0.018 1.05
N 2.815091 1.176107 5.386886 0.005 -0.012 0.032 0.10
C 2.623415 1.018600 4.026544 -0.009 0.000 -0.056 -0.32
C 1.879159 -0.060851 3.536589 0.012 0.017 0.002 -0.03
C 1.733101 -0.246627 2.176902 -0.029 -0.032 0.004 -0.06
C 2.324431 0.641309 1.287556 0.006 0.011 -0.025 -0.30
C 3.066476 1.715284 1.758559 0.012 0.028 -0.010 -0.06
C 3.216376 1.901430 3.118695 -0.008 -0.012 0.020 -0.03
S 2.121109 0.407991 -0.439901 0.054 0.000 -0.040 0.57
O 3.165747 1.112056 -1.116527 -0.025 -0.003 0.035 -0.27
O 1.921892 -1.003466 -0.683550 -0.023 -0.006 0.010 -0.36
N 0.655460 1.012509 -0.799754 -0.015 -0.106 0.036 -0.34
C 0.177705 2.254522 -0.577623 0.008 0.144 -0.049 -0.51
N -1.145110 2.316254 -0.852883 0.013 -0.065 -0.018 -0.01
C -1.743388 3.491145 -0.738119 0.014 0.055 0.049 -0.12
C -1.050886 4.615295 -0.321821 -0.040 -0.016 -0.020 -0.06
C 0.292107 4.434008 -0.022507 -0.014 -0.017 0.004 -0.11
N 0.921127 3.272153 -0.143458 0.020 -0.007 0.028 0.16
H 2.149154 0.726013 5.991411 0.000 0.002 -0.001 0.09
H 3.091616 2.090643 5.700203 0.001 0.012 0.001 0.09
H 1.430561 -0.760945 4.231089 0.002 0.001 0.001 0.11
H 1.174683 -1.092738 1.796769 0.007 0.003 0.001 0.11
H 3.519596 2.395285 1.051074 -0.001 -0.004 -0.002 0.11
H 3.803969 2.733348 3.488255 -0.001 -0.003 0.005 0.11
H -2.800119 3.524272 -0.977856 0.003 0.008 -0.006 0.12
H -1.531296 5.576759 -0.226118 -0.002 -0.006 -0.005 0.10
H 0.894573 5.264529 0.330752 0.002 -0.009 -0.004 0.11
Te -0.979971 -0.052621 -4.044609 -0.013 -0.011 0.010 0.05
C -4.351524 -2.134128 -1.971952 0.009 0.026 0.000 -0.09
C -3.306314 -3.016374 -2.612397 -0.009 -0.006 0.025 -0.32
O -2.119475 -2.981216 -1.826835 0.029 0.028 -0.029 -0.34
C -1.112176 -3.831348 -2.373431 -0.009 -0.023 -0.010 -0.30
C 0.078356 -3.857998 -1.446680 -0.005 -0.027 0.017 -0.07
H -5.283935 -2.192181 -2.533835 -0.005 -0.012 0.006 0.08
H -4.037249 -1.088307 -1.975463 -0.008 0.003 -0.016 0.03
H -4.543231 -2.439423 -0.943101 0.003 -0.012 -0.003 0.08
H -3.078483 -2.676113 -3.628635 0.001 0.005 0.000 0.09
H -3.658341 -4.053374 -2.667217 -0.007 0.002 -0.010 0.12
H -0.832084 -3.461934 -3.366953 -0.001 0.004 0.002 0.10
H -1.534487 -4.836200 -2.491788 0.002 -0.003 -0.001 0.12
H 0.573931 -2.889038 -1.384858 0.011 0.039 0.009 0.03
H 0.817572 -4.569912 -1.815453 -0.006 -0.003 -0.003 0.09
H -0.223756 -4.164485 -0.444285 0.005 0.003 -0.005 0.08
```
Forces are in eV/Å.